# 1
Formula: C43H33BF4N12OTi
Source: the Open Molecules 2025 dataset
Level of theory: ωB97M-V with the def2-TZVPD basis set

Values from the calculation:
Energy relative to the best compared isomer or geometry (same formula, charge and spin) = 0.4312 eV
LUMO level (spin up / spin down) = -3.58 / -3.81 eV
2S+1 = 2
Highest occupied orbital energy (spin up / spin down) = -10.91 / -10.91 eV
Energy = -99722.27397 eV
HOMO-LUMO gap (spin up / spin down) = 7.3357 / 7.1021 eV
Net charge = +1

```
95
C43H33BF4N12OTi, DFT ωB97M-V with the def2-TZVPD basis set
Ti 0.631 -0.326 0.216
C -1.732 -1.487 -3.458
C -0.662 -1.168 -2.634
N -0.763 -1.291 -1.311
C -1.917 -1.758 -0.818
C -3.000 -1.995 -1.659
N -2.907 -1.863 -2.974
C -1.963 -2.002 0.638
C -2.921 -2.853 1.165
C -2.932 -3.116 2.529
C -1.978 -2.472 3.304
C -1.057 -1.618 2.715
N -1.017 -1.405 1.388
C -0.078 -0.910 3.566
C -0.359 -0.588 4.891
N 0.529 0.015 5.669
C 1.698 0.309 5.120
C 1.967 0.035 3.783
N 1.081 -0.571 3.007
C -3.908 -4.050 3.126
C -3.529 -4.931 4.134
C -4.482 -5.793 4.656
N -5.747 -5.818 4.253
C -6.106 -4.971 3.295
C -5.231 -4.076 2.697
H -1.630 -1.407 -4.533
H 0.267 -0.796 -3.040
H -3.969 -2.279 -1.270
H -3.622 -3.354 0.514
H -1.941 -2.641 4.370
H -1.328 -0.792 5.331
H 2.439 0.788 5.748
H 2.906 0.336 3.336
H -2.510 -4.970 4.494
H -4.212 -6.497 5.434
H -7.145 -5.004 2.988
H -5.591 -3.399 1.934
C 4.840 0.448 1.243
C 3.496 -0.117 0.939
N 2.422 0.572 0.832
N 2.345 1.908 1.141
C 1.082 2.175 1.388
O 0.133 1.287 1.340
C 0.702 3.557 1.757
C -0.619 3.844 2.092
C -0.986 5.139 2.419
C -0.040 6.154 2.407
C 1.278 5.872 2.071
C 1.651 4.579 1.748
C 3.290 -1.585 0.822
C 4.339 -2.479 0.945
C 4.076 -3.841 0.888
C 2.774 -4.270 0.718
C 1.778 -3.316 0.604
N 2.019 -2.013 0.662
H 4.772 1.525 1.359
H 5.518 0.217 0.419
H 5.256 0.007 2.151
H -1.347 3.044 2.097
H -2.012 5.359 2.684
H -0.328 7.165 2.661
H 2.015 6.664 2.062
H 2.673 4.348 1.484
H 5.350 -2.119 1.061
H 4.886 -4.553 0.968
H 2.526 -5.320 0.655
H 0.745 -3.607 0.447
F 1.836 -0.567 -1.496
B 2.729 -1.425 -2.400
F 2.432 -0.996 -3.665
F 2.332 -2.723 -2.153
F 4.014 -1.153 -2.000
C -1.579 3.015 -1.927
C -1.151 1.942 -1.171
N 0.070 1.414 -1.296
C 0.909 1.949 -2.184
C 0.551 3.001 -3.016
C -0.715 3.549 -2.867
C 1.510 3.496 -4.027
C 1.360 3.427 -5.351
C 0.248 2.802 -6.093
C 0.065 3.101 -7.439
C -0.991 2.487 -8.090
N -1.809 1.640 -7.474
C -1.543 1.414 -6.194
N -0.562 1.934 -5.472
H -2.573 3.413 -1.785
H -1.793 1.498 -0.419
H 1.884 1.490 -2.269
H -1.020 4.376 -3.495
H 2.419 3.945 -3.642
H 2.132 3.867 -5.971
H 0.721 3.787 -7.955
H -1.190 2.679 -9.138
H -2.201 0.715 -5.685
```

Here are the Löwdin charges for atoms 1 to 2, given in e: number 1, Ti, carries 1.143; number 2, C, carries -0.062

=====

# 2
Formula: C43H33BrN3RhTe
Source: the Open Molecules 2025 dataset
Level of theory: ωB97M-V with the def2-TZVPD basis set

Values from the calculation:
Energy relative to the best compared isomer or geometry (same formula, charge and spin) = 0.0000 eV
LUMO level = -0.77 eV
2S+1 = 1
Highest occupied orbital energy = -6.71 eV
Energy = -129938.99747 eV
HOMO-LUMO gap = 5.9448 eV
Net charge = 0

```
82
C43H33BrN3RhTe, DFT ωB97M-V with the def2-TZVPD basis set
Rh 0.768 1.036 -0.583
C -2.275 1.263 4.436
C -2.501 1.617 3.116
C -1.467 1.538 2.190
C -0.221 1.098 2.585
C 0.015 0.743 3.906
C -1.015 0.825 4.827
N 0.844 1.056 1.592
N 1.974 0.990 2.099
C 3.007 1.066 1.176
C 4.322 1.046 1.639
C 5.354 1.099 0.728
C 5.054 1.167 -0.634
C 3.740 1.180 -1.079
C 2.686 1.143 -0.167
H -3.072 1.344 5.163
H -3.477 1.965 2.804
H -1.602 1.852 1.167
H 1.000 0.404 4.194
H -0.833 0.550 5.857
H 4.503 0.983 2.705
H 6.382 1.081 1.065
H 5.859 1.201 -1.358
H 3.540 1.214 -2.141
Br 0.843 1.204 -3.169
C 0.833 3.110 -3.193
C 0.877 3.721 -4.405
C 0.880 5.134 -4.446
C 0.854 5.843 -3.283
C 0.805 5.193 -2.021
C 0.775 5.940 -0.820
C 0.689 5.289 0.373
C 0.626 3.877 0.421
C 0.689 3.083 -0.702
C 0.775 3.775 -1.950
H 0.918 3.142 -5.317
H 0.909 5.637 -5.404
H 0.865 6.926 -3.300
H 0.807 7.021 -0.873
H 0.659 5.851 1.298
H 0.537 3.424 1.399
C -3.775 0.930 -0.265
Te -1.874 0.198 -0.959
C -2.179 -1.250 0.561
C -3.675 -1.398 0.642
C -4.281 -2.574 1.069
C -5.663 -2.665 1.138
C -6.447 -1.572 0.796
C -5.849 -0.399 0.361
C -4.464 -0.307 0.268
H -4.329 1.366 -1.094
H -3.648 1.695 0.502
H -1.771 -0.871 1.496
H -1.670 -2.175 0.303
H -3.663 -3.423 1.339
H -6.128 -3.591 1.452
H -7.526 -1.638 0.852
H -6.462 0.452 0.085
N 0.819 -1.032 -0.575
C 1.022 -2.251 -0.724
C 0.035 -3.149 -1.450
C -0.555 -2.726 -2.635
C -1.559 -3.470 -3.236
C -2.000 -4.647 -2.646
C -1.414 -5.085 -1.466
C -0.398 -4.344 -0.877
C 2.219 -2.960 -0.111
C 2.789 -4.086 -0.700
C 3.860 -4.734 -0.099
C 4.376 -4.262 1.100
C 3.826 -3.128 1.684
C 2.758 -2.484 1.079
H -0.196 -1.817 -3.104
H -2.010 -3.122 -4.157
H -2.796 -5.221 -3.103
H -1.755 -6.000 -0.997
H 0.051 -4.681 0.050
H 2.393 -4.456 -1.639
H 4.286 -5.615 -0.563
H 5.197 -4.780 1.580
H 4.224 -2.749 2.618
H 2.310 -1.609 1.532
```

Here are the Löwdin charges for atoms 1 to 2, given in e: number 1, Rh, carries 0.619; number 2, C, carries -0.073

=====

# 3
Formula: C43H34MgN9SSi
Source: the Open Molecules 2025 dataset
Level of theory: ωB97M-V with the def2-TZVPD basis set

Values from the calculation:
Energy relative to the best compared isomer or geometry (same formula, charge and spin) = 0.0000 eV
LUMO level = 1.93 eV
2S+1 = 1
Highest occupied orbital energy = -3.00 eV
Energy = -82718.23645 eV
HOMO-LUMO gap = 4.9275 eV
Net charge = -1

```
89
C43H34MgN9SSi, DFT ωB97M-V with the def2-TZVPD basis set
Mg -1.301 1.260 1.410
N -1.754 -1.093 4.988
C -1.321 -0.374 3.868
S -1.806 1.324 3.868
N -0.651 -1.044 3.008
N -0.165 -0.366 1.863
C 1.110 -0.696 1.603
C 1.853 -1.572 2.564
C 1.666 -2.950 2.571
C 2.366 -3.753 3.456
C 3.259 -3.186 4.357
C 3.454 -1.814 4.353
C 2.756 -1.014 3.459
C 1.797 -0.292 0.487
C 3.225 -0.459 0.300
C 3.913 0.444 -0.422
C 3.202 1.598 -0.946
C 1.866 1.601 -0.990
N 1.110 0.469 -0.545
H -2.567 -0.700 5.436
H -1.776 -2.089 4.841
H 0.957 -3.389 1.881
H 2.209 -4.825 3.451
H 3.798 -3.812 5.056
H 4.153 -1.363 5.046
H 2.922 0.056 3.435
H 3.736 -1.299 0.757
H 4.977 0.340 -0.586
H 3.744 2.472 -1.284
H 1.305 2.426 -1.397
C 2.130 3.352 3.172
C 2.318 4.525 2.449
C 1.498 4.779 1.377
C 0.498 3.858 1.036
N 0.284 2.760 1.770
C 1.099 2.517 2.801
N -0.178 4.152 -0.138
C -1.074 3.415 -0.692
N -1.720 2.278 -0.263
C -2.588 1.872 -1.247
N -3.453 0.924 -1.283
C -3.830 0.133 -0.214
C -4.862 -0.767 -0.512
C -5.421 -1.524 0.485
C -4.952 -1.361 1.782
C -3.924 -0.468 1.997
N -3.340 0.254 1.032
C -2.432 2.758 -2.427
C -3.028 2.738 -3.673
C -2.677 3.747 -4.562
C -1.766 4.740 -4.200
C -1.175 4.747 -2.941
C -1.530 3.737 -2.069
H 2.761 3.091 4.010
H 3.107 5.219 2.712
H 1.608 5.656 0.757
H 0.887 1.610 3.351
H -5.192 -0.825 -1.538
H -6.218 -2.226 0.264
H -5.372 -1.909 2.615
H -3.540 -0.293 2.991
H -3.733 1.960 -3.932
H -3.116 3.768 -5.551
H -1.512 5.512 -4.915
H -0.460 5.503 -2.647
C 4.006 -2.832 -3.845
C 3.378 -3.315 -2.704
C 2.308 -2.627 -2.158
C 1.845 -1.438 -2.731
C 2.480 -0.978 -3.883
C 3.551 -1.666 -4.440
Si 0.491 -0.435 -1.903
C -0.893 -1.644 -1.548
C -1.796 -1.910 -2.580
C -2.707 -2.951 -2.486
C -2.738 -3.741 -1.349
C -1.872 -3.474 -0.299
C -0.956 -2.437 -0.399
H 4.846 -3.366 -4.270
H 3.728 -4.228 -2.238
H 1.828 -3.015 -1.267
H 2.141 -0.059 -4.348
H 4.036 -1.287 -5.330
H 0.022 0.570 -2.892
H -1.774 -1.305 -3.480
H -3.396 -3.142 -3.300
H -3.453 -4.551 -1.271
H -1.911 -4.070 0.604
H -0.299 -2.230 0.431
```

Here are the Löwdin charges for atoms 1 to 2, given in e: number 1, Mg, carries 0.446; number 2, N, carries 0.020

=====

# 4
Formula: C43H35BBrF2N2O8Ru
Source: the Open Molecules 2025 dataset
Level of theory: ωB97M-V with the def2-TZVPD basis set

Values from the calculation:
Energy relative to the best compared isomer or geometry (same formula, charge and spin) = 0.0000 eV
LUMO level (spin up / spin down) = 4.11 / 4.09 eV
2S+1 = 6
Highest occupied orbital energy (spin up / spin down) = -0.09 / -2.89 eV
Energy = -143261.42714 eV
HOMO-LUMO gap (spin up / spin down) = 4.2008 / 6.9802 eV
Net charge = -2

```
93
C43H35BBrF2N2O8Ru, DFT ωB97M-V with the def2-TZVPD basis set
Ru -0.091 -1.619 1.081
O 0.862 -5.341 -0.595
C 0.773 -4.300 0.048
O -0.188 -3.451 -0.028
C 1.891 -3.924 1.016
C 3.078 -4.632 1.039
C 4.095 -4.171 1.907
C 3.895 -3.059 2.668
C 2.650 -2.364 2.594
N 1.655 -2.856 1.774
C 2.493 -1.153 3.304
O 3.328 -0.549 3.977
O 1.198 -0.587 3.198
H 3.193 -5.487 0.389
H 5.047 -4.690 1.955
H 4.663 -2.666 3.320
C -1.265 3.298 -3.276
C -0.166 2.798 -2.355
C 1.089 3.651 -2.456
O 0.090 1.437 -2.667
C 0.094 0.637 -1.471
C -0.203 1.644 -0.344
O -0.648 2.817 -1.032
C -1.320 1.253 0.673
O -0.867 0.222 1.512
C -2.590 0.852 -0.089
C -3.010 -0.469 -0.138
C -4.152 -0.842 -0.839
C -4.902 0.115 -1.503
C -4.505 1.447 -1.447
C -3.366 1.809 -0.746
C -1.676 2.441 1.590
C -0.881 3.573 1.721
C -1.191 4.555 2.652
C -2.301 4.422 3.471
C -3.106 3.298 3.344
C -2.796 2.324 2.409
C 1.396 -0.199 -1.299
O 1.414 -0.736 -0.040
C 2.647 0.671 -1.470
C 3.269 1.188 -0.339
C 4.384 2.009 -0.460
C 4.908 2.302 -1.712
C 4.313 1.757 -2.844
C 3.191 0.953 -2.722
C 1.450 -1.340 -2.332
C 2.344 -2.378 -2.064
C 2.421 -3.482 -2.890
C 1.610 -3.570 -4.017
C 0.725 -2.543 -4.297
C 0.645 -1.433 -3.458
H -0.921 3.272 -4.311
H -1.537 4.324 -3.020
H -2.137 2.654 -3.171
H 1.541 3.554 -3.444
H 1.825 3.343 -1.715
H 0.827 4.697 -2.282
H -0.725 -0.083 -1.550
H 0.707 1.842 0.228
H -2.460 -1.234 0.390
H -4.447 -1.884 -0.850
H -5.794 -0.169 -2.050
H -5.090 2.211 -1.946
H -3.077 2.850 -0.691
H -0.009 3.700 1.097
H -0.548 5.423 2.742
H -2.535 5.184 4.205
H -3.973 3.172 3.982
H -3.417 1.439 2.327
H 2.869 0.926 0.635
H 4.850 2.408 0.434
H 5.782 2.936 -1.805
H 4.724 1.964 -3.827
H 2.727 0.532 -3.606
H 2.937 -2.329 -1.158
H 3.085 -4.299 -2.632
H 1.648 -4.448 -4.651
H 0.075 -2.607 -5.163
H -0.056 -0.644 -3.696
Br -5.219 -4.034 0.985
C -3.931 -3.033 1.970
C -4.364 -2.120 2.929
C -3.362 -1.470 3.657
C -2.039 -1.716 3.379
N -1.622 -2.560 2.391
C -2.598 -3.251 1.723
H -5.416 -1.943 3.101
H -3.609 -0.774 4.449
H -1.259 -1.218 3.933
H -2.259 -3.944 0.965
F 1.890 1.502 2.319
B 1.050 0.772 3.062
F 0.282 1.422 3.953
```

Here are the Löwdin charges for atoms 1 to 2, given in e: number 1, Ru, carries 1.500; number 2, O, carries 0.014

=====

# 5
Formula: C43H36AlN3O5PS2
Source: the Open Molecules 2025 dataset
Level of theory: ωB97M-V with the def2-TZVPD basis set

Values from the calculation:
Energy relative to the best compared isomer or geometry (same formula, charge and spin) = 0.1103 eV
LUMO level = -4.90 eV
2S+1 = 1
Highest occupied orbital energy = -9.50 eV
Energy = -97440.25522 eV
HOMO-LUMO gap = 4.5928 eV
Net charge = +1

```
91
C43H36AlN3O5PS2, DFT ωB97M-V with the def2-TZVPD basis set
Al -0.722 -0.057 1.526
O -5.990 -4.564 2.044
C -5.889 -3.338 1.953
O -6.714 -2.403 1.910
C -4.484 -2.778 1.849
C -3.775 -2.868 0.646
C -2.607 -2.172 0.487
N -2.091 -1.415 1.469
C -2.730 -1.379 2.671
C -3.908 -2.033 2.889
C -2.063 -0.512 3.723
O -2.404 -0.498 4.868
O -1.077 0.238 3.214
H -4.165 -3.466 -0.167
H -2.064 -2.186 -0.453
H -4.399 -1.929 3.847
S 0.887 -1.839 1.957
C 2.380 -1.175 1.679
N 3.499 -1.759 2.045
C 4.750 -1.449 1.341
C 4.903 0.026 1.161
N 3.667 0.632 0.644
C 3.881 1.864 -0.131
C 4.047 1.593 -1.611
C 4.797 2.498 -2.355
C 4.948 2.325 -3.722
C 4.358 1.239 -4.355
C 3.619 0.328 -3.614
C 3.462 0.504 -2.245
C 2.486 0.157 0.912
S 1.098 1.000 0.458
C 3.545 -2.959 2.923
C 3.861 -4.220 2.156
C 2.837 -4.968 1.579
C 3.132 -6.126 0.874
C 4.450 -6.543 0.738
C 5.474 -5.802 1.309
C 5.179 -4.648 2.021
H 4.753 -1.970 0.382
H 5.580 -1.832 1.927
H 5.698 0.223 0.444
H 5.154 0.523 2.100
H 4.784 2.330 0.261
H 3.052 2.542 0.055
H 5.264 3.346 -1.866
H 5.534 3.034 -4.291
H 4.479 1.101 -5.422
H 3.164 -0.526 -4.100
H 2.876 -0.218 -1.686
H 2.590 -3.035 3.429
H 4.318 -2.758 3.665
H 1.805 -4.656 1.695
H 2.329 -6.711 0.443
H 4.676 -7.457 0.204
H 6.502 -6.127 1.212
H 5.983 -4.098 2.501
O -1.794 1.101 0.658
P -2.521 1.954 -0.381
C -2.382 3.672 0.066
C -3.290 4.589 -0.467
C -3.124 5.942 -0.224
C -2.063 6.380 0.559
C -1.182 5.466 1.123
C -1.337 4.110 0.876
C -4.218 1.444 -0.378
C -4.832 1.293 0.872
C -6.129 0.819 0.942
C -6.820 0.518 -0.226
C -6.221 0.687 -1.466
C -4.913 1.145 -1.549
C -1.826 1.711 -2.018
C -1.016 0.606 -2.271
C -0.456 0.419 -3.526
C -0.716 1.328 -4.541
C -1.539 2.421 -4.304
C -2.087 2.619 -3.046
H -4.141 4.242 -1.043
H -3.826 6.656 -0.634
H -1.931 7.438 0.743
H -0.378 5.810 1.761
H -0.666 3.393 1.334
H -4.285 1.513 1.782
H -6.598 0.663 1.904
H -7.830 0.133 -0.166
H -6.764 0.439 -2.368
H -4.432 1.238 -2.514
H -0.832 -0.128 -1.495
H 0.174 -0.442 -3.712
H -0.281 1.183 -5.522
H -1.758 3.119 -5.101
H -2.705 3.489 -2.866
```

Here are the Löwdin charges for atoms 1 to 2, given in e: number 1, Al, carries -0.275; number 2, O, carries 0.021

=====

> Which formula does entry 2 have?

C43H33BrN3RhTe

=====

> Among the records above, which one has the highest energy?

C43H34MgN9SSi

=====

> Which formula does entry 4 have?

C43H35BBrF2N2O8Ru